1.
An isolated molecule of C6H14O. Source: OMol25; level of theory: wB97M-V/def2-TZVPD.

**LUMO energy**: 1.0 eV
**Total charge**: 0
**Kohn-Sham gap**: 11.2 eV
**SMILES string**: CC(C)C[C@@H](C)O

Cartesian coordinates (Å):
C1 -2.3046 0.5253 0.8708
C2 -1.1585 -0.3568 0.3702
O1 1.5275 -1.4515 -0.0722
H1 -2.1195 0.8992 1.8848
C3 0.1692 0.4115 0.5102
C4 1.3277 -0.0714 -0.3522
H2 -2.4292 -1.3085 -1.1056
H3 0.0014 1.4699 0.2633
H4 -2.4229 1.3962 0.2118
H5 2.9113 0.5840 0.9611
H6 -1.4494 0.0112 -1.7621
H7 -0.6959 -1.5582 -1.3837
H8 -3.2562 -0.0181 0.8765
C5 2.5964 0.7303 -0.0778
H9 -1.0974 -1.2502 1.0050
H10 3.4171 0.4136 -0.7333
H11 0.4868 0.3839 1.5623
H12 2.4309 1.8005 -0.2460
H13 2.2417 -1.7640 -0.6420
H14 1.0495 0.0548 -1.4121
C6 -1.4440 -0.8300 -1.0558

Results of the natural (NBO) charge analysis, in e, for atoms 1 through 5: C -0.599; C -0.217; O -0.728; H 0.207; C -0.406

---

2.
A cluster of 2 separate species, C6H14O in total in a non-equilibrium geometry. Source: OMol25; level of theory: wB97M-V/def2-TZVPD.

**LUMO energy**: 0.9 eV
**Total charge**: 0
**Kohn-Sham gap**: 10.5 eV
**SMILES string**: C=CCCCC.O

Cartesian coordinates (Å):
C1 -1.0576 -2.9193 0.2765
H1 -1.6750 0.3140 2.1416
C2 -1.4943 0.4930 1.0869
H2 3.7415 3.3501 -4.5699
H3 -2.0091 1.3894 0.6892
C3 0.0280 0.6278 0.9144
H4 -3.2326 -0.5679 0.4561
H5 -1.7899 -2.0161 2.0667
H6 0.9427 1.7894 2.5211
H7 -1.9593 -0.6762 -0.7264
H8 0.2769 1.5563 0.4076
H9 0.0265 0.5003 3.1468
C4 0.7093 0.7425 2.3354
H10 -1.0988 -2.9489 -0.8045
H11 1.5820 0.0819 2.3467
H12 3.5247 2.0244 -5.0497
C5 -2.1358 -0.6923 0.3291
C6 -1.5671 -1.9372 1.0072
H13 -0.5909 -3.7897 0.7432
O1 4.2787 2.6195 -4.8866
H14 0.5741 -0.1429 0.3557

Results of the natural (NBO) charge analysis, in e, for atoms 1 through 5: C -0.400; H 0.195; C -0.390; H 0.460; H 0.207

---

3.
A cluster of 3 separate species, C6H14O in total in a non-equilibrium geometry. Source: OMol25; level of theory: wB97M-V/def2-TZVPD.

**LUMO energy**: -2.2 eV
**Total charge**: 0
**Kohn-Sham gap**: 5.3 eV

Cartesian coordinates (Å):
H1 0.1900 2.0770 -0.5102
C1 1.7010 -0.3836 -1.4052
C2 -0.0391 0.6719 1.7617
H2 -1.9360 -0.8913 0.7333
H3 2.0304 0.7097 -1.3423
H4 1.0456 1.0028 1.9861
C3 -2.4433 1.4412 0.2427
H5 -0.6616 1.5995 1.6993
C4 -1.6372 0.0209 0.0122
O1 2.2494 -1.1300 -2.2858
H6 3.9325 -4.9840 -1.7843
H7 -2.7070 1.8645 1.2291
H8 -1.8038 -0.3710 -1.0469
H9 -3.4422 1.6785 -0.2231
H10 3.9328 -4.4187 -1.3004
H11 0.7678 -1.7988 0.0056
C5 -0.0090 0.2182 0.3199
H12 -1.6513 2.1918 0.0267
H13 0.1209 1.2057 -0.4104
H14 -0.5462 0.0466 2.5670
C6 0.9061 -0.7509 -0.2750

Results of the natural (NBO) charge analysis, in e, for atoms 1 through 5: H 0.214; C 0.302; C -0.689; H 0.245; H 0.103

---

4.
A structure of composition C6H14O in a non-equilibrium geometry. Source: OMol25; level of theory: wB97M-V/def2-TZVPD.

**LUMO energy**: 0.9 eV
**Total charge**: 0
**Kohn-Sham gap**: 9.1 eV

Cartesian coordinates (Å):
H1 -0.8645 1.5420 -1.6729
H2 0.3291 -0.2579 -2.8373
H3 1.8090 0.6688 -3.0504
H4 -0.8975 0.6973 1.4412
H5 1.3411 0.2774 -0.0545
C1 0.9788 0.6610 -1.0020
H6 -2.3488 -1.3459 1.3111
H7 0.6098 -1.6052 0.1096
C2 0.0579 1.8546 -1.1492
O1 0.6896 -0.2855 2.3433
C3 0.0480 -0.6501 0.0381
H8 0.4795 2.6745 -1.7569
H9 0.3921 0.0359 3.2076
C4 -1.4794 -1.3045 1.9753
H10 -0.7744 -0.7439 -0.6446
H11 -1.8417 -1.0228 2.9758
C5 -0.4334 -0.2997 1.4639
H12 1.8857 -0.8863 -2.2257
H13 -0.2110 2.2878 -0.1852
C6 1.2778 0.0119 -2.3386
H14 -1.0475 -2.3094 2.0514

Results of the natural (NBO) charge analysis, in e, for atoms 1 through 5: H 0.190; H 0.190; H 0.218; H 0.158; H 0.282

---

5.
An isolated molecule of C6H14O. Source: OMol25; level of theory: wB97M-V/def2-TZVPD.

**LUMO energy**: 1.1 eV
**Total charge**: 0
**Kohn-Sham gap**: 10.9 eV
**SMILES string**: CCCCCOC

Cartesian coordinates (Å):
C1 -2.1928 -0.2440 0.3721
H1 -1.3447 1.5108 -0.5479
H2 -2.0368 -0.8097 1.3004
H3 0.0727 0.0548 1.7003
H4 0.7126 0.2960 -1.0155
H5 3.7542 0.2251 -0.4084
C2 3.0917 -0.6543 -0.3692
C3 -1.3747 1.0517 0.4478
C4 -1.8627 -1.1175 -0.8322
H6 -2.4571 -2.0428 -0.8309
C5 0.0544 0.8893 0.9900
H7 -2.0769 -0.5831 -1.7689
H8 3.6409 -1.4984 0.0555
H9 -3.2606 0.0048 0.3340
H10 -1.9126 1.7517 1.0975
H11 1.7402 1.5119 -0.2436
H12 -0.8064 -1.4044 -0.8343
H13 0.3349 1.7859 1.5551
O1 1.9760 -0.4204 0.4473
H14 2.8036 -0.9115 -1.4006
C6 1.1440 0.6040 -0.0485

Results of the natural (NBO) charge analysis, in e, for atoms 1 through 5: C -0.392; H 0.193; H 0.195; H 0.218; H 0.158

---

6.
A structure of composition C6H14O in a non-equilibrium geometry. Source: OMol25; level of theory: wB97M-V/def2-TZVPD.

**LUMO energy**: -0.7 eV
**Total charge**: 0
**Kohn-Sham gap**: 7.6 eV

Cartesian coordinates (Å):
H1 -2.1430 1.1321 0.7427
H2 0.8989 2.5777 -1.5646
O1 1.0995 -2.6358 1.1765
C1 -0.2631 0.7499 -1.5635
H3 1.6618 -1.2016 -0.1566
H4 1.7396 1.2072 0.2148
H5 1.1629 0.6547 0.1067
H6 -0.8031 1.2841 1.8349
H7 -1.2414 -1.2138 0.8786
H8 -0.0861 2.2790 -2.9860
C2 -0.3594 -0.9440 0.3000
H9 -0.9424 2.3850 0.4650
C3 -1.0786 1.3552 0.7833
H10 -1.2110 0.3836 -1.9441
H11 -0.9738 -2.3828 3.6706
C4 0.8670 -1.7129 0.4330
C5 -0.2700 0.4106 -0.0677
H12 -0.8729 2.8289 -1.5333
C6 -0.0693 2.2231 -1.9146
H13 -0.4428 -2.1701 4.1358
H14 0.4986 0.1383 -2.0546

Results of the natural (NBO) charge analysis, in e, for atoms 1 through 5: H 0.243; H 0.213; O -0.543; C -0.430; H 0.085

---

7.
A cluster of 3 separate species, C6H14O in total in a non-equilibrium geometry. Source: OMol25; level of theory: wB97M-V/def2-TZVPD.

**LUMO energy**: 0.8 eV
**Total charge**: 0
**Kohn-Sham gap**: 9.5 eV

Cartesian coordinates (Å):
H1 0.2554 -0.3866 -2.6401
H2 1.3139 -2.0096 -0.2829
C1 -2.2765 0.2638 1.7653
H3 -1.4685 -0.9585 2.4129
H4 2.3418 -0.9633 -1.2924
C2 1.7056 -0.9913 -0.3977
C3 -0.2111 0.0066 0.7647
H5 0.3445 2.1782 -0.8498
C4 1.1443 1.4325 -0.7575
H6 0.3170 0.3769 1.6489
H7 -2.1515 0.9282 2.6114
H8 1.7440 1.4536 -1.6781
H9 2.3376 -0.7655 0.4725
H10 -0.7962 -1.3476 -1.5761
H11 -0.6281 -1.4351 1.6123
C5 0.5557 0.0223 -0.5349
H12 1.7978 1.7274 0.0753
C6 -0.3428 -0.3585 -1.7198
H13 -1.1530 0.3667 -1.8620
O1 -1.4989 0.3498 0.6703
H14 -3.3312 0.1100 1.5576

Results of the natural (NBO) charge analysis, in e, for atoms 1 through 5: H 0.209; H 0.220; C -0.191; H 0.043; H 0.209

---

8.
A cluster of 2 separate species, C6H14O in total in a non-equilibrium geometry. Source: OMol25; level of theory: wB97M-V/def2-TZVPD.

**LUMO energy**: -1.0 eV
**Total charge**: 0
**Kohn-Sham gap**: 6.8 eV

Cartesian coordinates (Å):
H1 -2.4958 -1.1409 -2.0974
H2 0.6603 -2.3762 0.5355
H3 -1.6617 -0.1211 -0.3024
H4 -0.2468 2.2908 1.2633
H5 0.7974 0.2160 1.5843
C1 2.1696 -0.9813 -0.2062
H6 2.5376 -1.6778 -0.9678
C2 -0.7955 1.9858 0.3732
H7 -0.4256 -0.9677 2.0215
H8 2.1934 0.0261 -0.5975
H9 2.8363 -1.0844 0.6539
H10 -0.6828 1.0093 -1.5699
O1 -1.8846 -0.4634 -1.7949
C3 -1.1283 0.4731 0.5269
H11 0.9481 1.5616 -0.8148
C4 -0.1174 1.3824 -0.7081
C5 0.7354 -1.3457 0.1767
H12 -1.9193 0.4255 1.2907
C6 0.0130 -0.4414 1.1761
H13 -1.6156 2.6772 0.1693
H14 0.0823 -1.4479 -0.7123

Results of the natural (NBO) charge analysis, in e, for atoms 1 through 5: H 0.446; H 0.209; H 0.410; H 0.223; H 0.185

---

9.
A cluster of 2 separate species, C6H14O in total in a non-equilibrium geometry. Source: OMol25; level of theory: wB97M-V/def2-TZVPD.

**LUMO energy**: 0.9 eV
**Total charge**: 0
**Kohn-Sham gap**: 11.3 eV
**SMILES string**: C1CCCCC1.O

Cartesian coordinates (Å):
H1 0.9686 0.2953 0.4474
H2 -1.2080 1.4923 0.9818
H3 -0.7061 0.0802 1.9564
O1 1.2712 1.3383 3.1537
H4 -3.5011 -1.8724 -0.2040
H5 0.6197 1.7815 2.5644
C1 0.0000 0.0000 0.0000
H6 -3.1106 0.1132 1.5275
H7 -1.3637 -2.9950 -1.1723
C2 -0.0685 -1.4873 -0.3826
C3 -2.4852 -0.1828 0.6634
H8 -1.8342 -1.3696 -1.7490
H9 -2.3448 -2.3464 1.0744
C4 -2.5006 -1.6603 0.2197
C5 -1.4351 -1.9294 -0.8814
C6 -1.1233 0.3886 0.9785
H10 -2.8847 0.3299 -0.2326
H11 0.6329 -1.7405 -1.2006
H12 -0.1225 0.5678 -0.9424
H13 2.0339 1.9589 3.1915
H14 0.1094 -2.1995 0.4460

Results of the natural (NBO) charge analysis, in e, for atoms 1 through 5: H 0.215; H 0.195; H 0.204; O -0.942; H 0.204

---

10.
A cluster of 2 separate species, C6H14O in total in a non-equilibrium geometry. Source: OMol25; level of theory: wB97M-V/def2-TZVPD.

**LUMO energy**: 0.8 eV
**Total charge**: 0
**Kohn-Sham gap**: 10.3 eV
**SMILES string**: C=C(C)CCC.O

Cartesian coordinates (Å):
H1 -2.0489 -0.1260 1.3101
H2 -1.3085 1.3211 0.7186
H3 -0.0984 1.9304 -0.5373
H4 -3.1848 -2.1810 0.1711
O1 -2.5619 -2.8244 -0.1451
C1 0.3619 -1.2938 1.1821
H5 1.5704 -0.6937 -1.0442
H6 -1.8710 -2.5689 0.3710
H7 0.8348 1.9434 -1.9428
H8 0.1250 -0.5656 -1.9232
C2 -1.4147 0.2296 0.4461
H9 -1.9584 0.1970 -0.5384
H10 -0.0663 -1.7054 2.0681
H11 1.5027 2.1951 0.8649
H12 2.6245 0.8788 0.2527
H13 2.6657 2.4276 -0.6179
C3 2.0179 1.7651 -0.0078
H14 1.4030 -1.7882 1.1116
C4 -0.0973 -0.4426 0.2460
C5 0.6434 -0.0915 -1.0253
C6 0.8609 1.3931 -0.9601

Results of the natural (NBO) charge analysis, in e, for atoms 1 through 5: H 0.218; H 0.222; H 0.197; H 0.457; O -0.914

---

11.
A cluster of 3 separate species, C6H14O2 in total in a non-equilibrium geometry. Source: OMol25; level of theory: wB97M-V/def2-TZVPD.

**LUMO energy**: 0.8 eV
**Total charge**: 0
**Kohn-Sham gap**: 10.2 eV
**SMILES string**: CC(C)=O.C=CC.O

Cartesian coordinates (Å):
C1 -1.7702 0.5536 0.3526
C2 -2.9739 -0.1298 -0.2231
H1 -0.5314 -0.7333 0.3543
H2 3.0680 -0.5694 -1.9829
C3 2.1844 0.7044 0.3542
H3 -2.7292 -1.1495 -0.5263
C4 -1.7837 1.1979 1.5143
H4 1.5533 -1.4600 -2.2912
H5 -0.9195 1.7339 1.8813
H6 1.5117 1.3183 0.9498
H7 -0.8588 0.7369 -0.4146
H8 0.4627 -1.3268 1.4751
C5 1.4245 0.0311 -0.7668
H9 -3.7942 -0.1729 0.4885
O1 0.3053 -1.3876 0.5298
C6 2.1862 -1.0203 -1.5244
H10 -3.3128 0.3920 -1.1214
H11 2.9388 1.3571 -0.0885
H12 2.5071 -1.8046 -0.8396
O2 0.4693 0.6210 -1.3076
H13 2.6839 -0.0291 0.9848
H14 -2.6216 1.1372 2.2018

Results of the natural (NBO) charge analysis, in e, for atoms 1 through 5: C -0.309; C -0.644; H 0.515; H 0.230; C -0.716

---

12.
An isolated molecule of C6H14O2 in a non-equilibrium geometry. Source: OMol25; level of theory: wB97M-V/def2-TZVPD.

**LUMO energy**: 0.7 eV
**Total charge**: 0
**Kohn-Sham gap**: 10.9 eV
**SMILES string**: CC[C@H](O)C(C)(C)O

Cartesian coordinates (Å):
H1 2.3162 -0.9567 0.6136
C1 2.3846 0.1199 0.4364
H2 1.3100 1.9277 0.8375
H3 -1.2887 -1.0284 1.8278
C2 -0.2119 0.3321 0.9405
C3 1.2710 0.8750 1.1372
O1 -0.3400 -0.8431 1.7393
H4 0.9191 -1.1662 -1.4163
H5 -2.6149 1.1161 -0.5718
C4 -0.1320 -1.2171 -1.1240
H6 -2.7012 -0.4093 0.3435
H7 -0.6163 1.0850 -2.2272
H8 -2.6304 -0.4177 -1.4133
H9 3.3584 0.4582 0.8072
H10 -0.2748 -2.0655 -0.4499
C5 -2.2463 0.0855 -0.5188
H11 -0.6657 -1.4374 -2.0558
H12 1.4694 0.8462 2.2160
H13 -0.8449 1.1083 1.3879
C6 -0.6303 0.0991 -0.5216
O2 -0.2068 1.1719 -1.3485
H14 2.3754 0.3164 -0.6396

Results of the natural (NBO) charge analysis, in e, for atoms 1 through 5: H 0.209; C -0.618; H 0.212; H 0.467; C 0.094